--- i ---
Molecular formula: C4H8N2OS
Method: DFT, ωB97M-V with the def2-TZVPD basis set

Summary:
Multiplicity: 1
Total charge: 0
HOMO-LUMO gap, Ha: 0.340

XYZ file:
```
16
C4H8N2OS, DFT ωB97M-V with the def2-TZVPD basis set
N -1.17 1.45 -1.93
C -0.53 0.14 -1.58
C -0.34 0.02 -0.21
N -0.69 1.02 0.55
S -0.34 0.87 2.34
C 0.21 -0.72 1.99
C 0.56 -0.98 0.49
O 1.81 -0.78 -0.01
H -0.42 2.09 -1.71
H -1.85 1.58 -1.11
H -0.92 -0.77 -2.15
H 0.68 0.45 -2.05
H -0.52 -1.46 2.44
H 1.10 -1.09 2.66
H 0.37 -2.02 0.35
H 2.04 0.21 -0.08
```


--- ii ---
Molecular formula: C4H8N2OS
Method: DFT, ωB97M-V with the def2-TZVPD basis set

Summary:
Multiplicity: 1
Total charge: 0
HOMO-LUMO gap, Ha: 0.346

XYZ file:
```
16
C4H8N2OS, DFT ωB97M-V with the def2-TZVPD basis set
H 0.35 3.76 0.38
N 0.21 2.74 0.35
C 0.71 2.29 -0.73
N 0.69 0.96 -1.11
C 0.10 -0.13 -0.49
S 0.23 -1.58 -1.31
O -0.51 0.14 0.65
C -1.26 -0.86 1.34
C -0.32 -1.59 2.24
H 1.25 2.90 -1.46
H 1.19 0.72 -1.93
H -2.06 -0.28 1.91
H -1.74 -1.52 0.68
H 0.41 -2.13 1.60
H -0.91 -2.41 2.72
H 0.18 -0.95 2.97
```


--- iii ---
Molecular formula: C4H8N2OS
Method: DFT, ωB97M-V with the def2-TZVPD basis set

Summary:
Multiplicity: 1
Total charge: 0
HOMO-LUMO gap, Ha: 0.389

XYZ file:
```
16
C4H8N2OS, DFT ωB97M-V with the def2-TZVPD basis set
C -2.17 -0.18 0.79
C -0.67 -0.44 0.46
C -0.24 0.13 -0.90
S 1.55 -0.30 -1.10
O 1.83 -1.57 -1.63
N 2.50 -0.05 0.10
C 2.23 0.93 1.05
N 2.13 1.71 1.87
H -2.47 0.67 0.30
H -2.77 -0.95 0.36
H -2.26 -0.07 1.80
H -0.47 -1.51 0.68
H -0.17 0.18 1.05
H -0.78 -0.08 -1.77
H -0.08 1.19 -0.71
H 1.84 0.34 -2.33
```


--- iv ---
Molecular formula: C4H8N2OS
Method: DFT, ωB97M-V with the def2-TZVPD basis set

Summary:
Multiplicity: 1
Total charge: 0
HOMO-LUMO gap, Ha: 0.326

XYZ file:
```
16
C4H8N2OS, DFT ωB97M-V with the def2-TZVPD basis set
C 1.99 0.50 1.03
C 1.08 0.18 -1.08
C -1.50 0.25 -1.47
C -1.33 -1.03 1.26
H 2.27 -0.49 1.56
H 1.05 1.06 1.27
H 2.72 1.39 1.49
H 1.14 -0.01 -2.14
H -2.21 -0.60 -0.60
H -1.91 1.56 -1.62
H -1.21 -0.36 -2.62
H -1.48 -2.02 1.84
N 2.16 0.35 -0.43
N -0.26 0.04 -0.50
O -0.46 -1.15 0.19
S -2.05 0.32 1.85
```


It comes down to ii, which is 2.508 eV more stable than the next structure.


--- i ---
Molecular formula: C4H8N2OS
Method: DFT, ωB97M-V with the def2-TZVPD basis set

Summary:
Multiplicity: 1
Total charge: 0
HOMO-LUMO gap, Ha: 0.321

XYZ file:
```
16
C4H8N2OS, DFT ωB97M-V with the def2-TZVPD basis set
C 2.41 -0.67 0.13
C 0.95 -0.60 -0.31
N 0.23 -1.57 -0.14
S -1.44 -1.64 -0.61
C -2.20 -0.21 0.24
C -1.34 1.02 0.28
O -0.68 1.06 -0.97
N 0.65 0.64 -0.93
H 2.72 -1.72 0.34
H 2.97 -0.19 -0.71
H 2.58 0.03 0.90
H -3.11 -0.15 -0.42
H -2.57 -0.45 1.27
H -1.91 2.02 0.46
H -0.57 1.00 1.08
H 1.29 1.43 -0.62
```


--- ii ---
Molecular formula: C4H8N2OS
Method: DFT, ωB97M-V with the def2-TZVPD basis set

Summary:
Multiplicity: 1
Total charge: 0
HOMO-LUMO gap, Ha: 0.323

XYZ file:
```
16
C4H8N2OS, DFT ωB97M-V with the def2-TZVPD basis set
C -2.73 -0.83 0.58
C -0.27 0.31 -0.55
C 0.10 1.60 -0.28
C 0.67 -0.83 -0.44
H -3.80 -0.85 0.19
H -2.59 -0.09 1.30
H -2.50 -1.91 0.92
H -0.61 2.36 -0.39
H 2.11 1.15 0.17
H 1.76 2.87 0.72
H 0.18 -1.92 -0.24
H 3.58 -1.28 -0.26
N 1.43 1.97 -0.15
N 1.93 -0.61 -0.39
O 2.72 -1.73 -0.26
S -1.97 -0.20 -0.92
```


It comes down to i, which is 1.074 eV more stable than the next structure.